Record 1
The following is a quantum chemistry calculation of one molecule with the formula C3H4O2S at a distorted geometry, from the Open Molecules 2025 dataset.

Geometry as XYZ:
```
10
C3H4O2S (the ωB97M-V functional and the def2-TZVPD basis)
C 0.23525 -0.21834 -0.32362
C -2.42306 0.90724 -0.48998
C 0.86585 -0.74788 0.68207
O -1.80296 -1.52160 0.89674
O -3.06512 1.28392 0.42209
S -1.58224 -0.91149 -0.39286
H 0.55498 0.48789 -0.97127
H -2.11668 1.50873 -1.39423
H 0.14649 -1.28256 1.27657
H 1.98192 -0.53011 0.75739
```

The largest force on an atom comes out at 3.8 eV/A. The HOMO-LUMO gap comes out at 9.406 eV.

=====

Record 2
The following is a quantum chemistry calculation of a 12-piece molecular cluster, C32H90N2O14 overall at a distorted geometry, from the Open Molecules 2025 dataset.

Geometry as XYZ:
```
138
C32H90N2O14 (the ωB97M-V functional and the def2-TZVPD basis)
C -0.89455 -2.70718 0.13981
O -1.44076 -2.21223 -1.10872
C -1.01686 -0.91256 -1.42628
C -1.67139 -0.32814 -2.69159
N -1.57921 1.15381 -2.69594
C -0.17159 1.57004 -2.86435
C -0.19155 3.15558 -2.62144
O -0.59534 3.48848 -1.27621
C 0.16566 4.55406 -0.71093
H -1.48178 -3.59342 0.38029
H -1.19087 -2.01273 0.92596
H 0.15867 -2.98481 0.09769
H 0.06812 -0.88360 -1.52653
H -1.22891 -0.31979 -0.53646
H -2.68559 -0.66564 -2.47801
H -1.43324 -0.86085 -3.61225
H -1.69053 1.53423 -1.76696
H 0.04589 1.32789 -3.90463
H 0.47614 1.11294 -2.11627
H -0.83165 3.72525 -3.29512
H 0.78339 3.57928 -2.86243
H -0.26229 5.49509 -1.05650
H 1.22567 4.49605 -0.95815
H 0.09460 4.70416 0.36635
C 0.52823 -11.08796 -0.04508
O 0.46136 -9.63922 -0.31928
C -0.86529 -9.09962 -0.00266
C -1.28201 -9.28880 1.47602
N -0.40310 -8.68827 2.44829
C -0.52383 -9.06557 3.82801
C -1.70352 -8.26657 4.35233
O -1.34463 -8.00136 5.72717
C -2.34716 -7.25909 6.36700
H -0.32905 -11.60698 -0.47380
H 0.46033 -11.22336 1.03434
H 1.45682 -11.53466 -0.40044
H -1.61728 -9.59945 -0.61322
H -0.80092 -8.01788 -0.12018
H -1.41885 -10.34125 1.72445
H -2.26006 -8.82298 1.59655
H 0.53503 -8.52461 2.11180
H 0.43665 -8.77338 4.25251
H -0.64451 -10.13580 3.99579
H -2.65123 -8.77514 4.17540
H -1.66730 -7.28043 3.88939
H -2.06785 -7.04961 7.39957
H -3.23962 -7.88320 6.41306
H -2.45618 -6.30893 5.84410
C -0.31032 3.40718 4.88491
C 0.01443 1.86251 4.63010
C -0.54903 1.47345 3.24571
O 1.39268 1.74473 4.55328
H 0.04901 3.95124 4.01143
H 0.13108 3.86342 5.77098
H -1.38737 3.57437 4.89539
H -0.46093 1.34291 5.46204
H 0.21250 1.31580 2.48194
H -1.38355 2.07254 2.88133
H -1.00234 0.50239 3.44480
H 1.62165 0.84920 4.81248
C 5.67508 4.19787 2.17695
C 6.11661 2.75037 1.75064
C 6.77155 1.79743 2.62761
O 4.96036 2.01467 1.49704
H 6.54266 4.75609 2.52881
H 4.80937 4.25244 2.83700
H 5.52359 4.65033 1.19694
H 6.73730 2.78027 0.85513
H 7.14050 0.97056 2.02076
H 6.29259 1.54558 3.57379
H 7.75682 2.17792 2.89701
H 4.48591 2.04576 2.33103
C -6.76238 1.53122 -4.70028
C -5.95828 2.47119 -5.59728
C -5.70796 3.87992 -5.02653
O -4.77400 1.85157 -5.90221
H -7.19298 0.73018 -5.30115
H -7.60657 1.98754 -4.18338
H -6.16525 1.17094 -3.86259
H -6.49654 2.72659 -6.51004
H -5.06351 3.94477 -4.14985
H -6.61171 4.43706 -4.77965
H -5.22865 4.45705 -5.81729
H -4.24091 1.83308 -5.10405
C 3.68284 -1.26956 -7.50065
C 4.25649 -2.74095 -7.62889
C 5.02094 -3.06643 -8.90449
O 5.04754 -3.00506 -6.43980
H 4.44128 -0.52448 -7.74090
H 3.15621 -0.94096 -6.60467
H 3.01194 -1.14940 -8.35125
H 3.42503 -3.44529 -7.65513
H 4.27174 -3.31825 -9.65508
H 5.75970 -3.82622 -8.64945
H 5.41739 -2.09539 -9.20116
H 4.66299 -2.34074 -5.86326
C 3.43783 9.12932 7.78561
C 2.45333 9.48659 6.63480
C 2.91866 9.32227 5.15956
O 1.26096 8.81086 6.83327
H 3.73833 9.99270 8.37922
H 4.32423 8.70893 7.31057
H 3.10552 8.38030 8.50438
H 2.20172 10.54690 6.65793
H 3.70314 10.06986 5.04217
H 2.10242 9.31928 4.43717
H 3.33515 8.31518 5.17975
H 0.68050 9.06956 6.11374
C -6.35082 -2.70734 0.54788
O -5.38992 -1.79096 0.87933
H -6.73127 -2.35284 -0.41009
H -5.87146 -3.67438 0.39574
H -7.09449 -2.65687 1.34318
H -5.82853 -1.00001 1.20124
C 3.88594 10.70253 -0.55927
O 2.87339 11.68017 -0.72967
H 3.45433 9.74327 -0.84496
H 4.79763 11.01944 -1.06571
H 4.05819 10.78188 0.51411
H 2.70680 11.77552 -1.67029
C 4.47608 -2.48889 -1.24406
O 4.63285 -1.10755 -1.69007
H 3.84598 -2.53495 -0.35583
H 4.17862 -3.08770 -2.10490
H 5.48183 -2.76853 -0.93043
H 4.56456 -0.55556 -0.90760
C -3.52698 -6.19599 -4.57909
O -3.99380 -5.96741 -3.19509
H -4.06164 -6.98999 -5.10042
H -3.63999 -5.28061 -5.15995
H -2.50263 -6.56855 -4.57634
H -3.58685 -5.18756 -2.81062
C -5.66187 2.80413 0.76356
O -6.66053 2.14946 1.58164
H -4.89597 2.16667 0.32185
H -6.21482 3.37148 0.01494
H -5.12885 3.58883 1.30045
H -7.47113 2.64138 1.73173
```

The largest force on an atom comes out at 4.4 eV/A. Its structure (SMILES) is COCCNCCOC.COCCNCCOC.CC(C)O.CC(C)O.CC(C)O.CC(C)O.CC(C)O.CO.CO.CO.CO.CO. The HOMO-LUMO gap comes out at 8.666 eV.